1:
The following is a quantum chemistry calculation of C5H10OS as an isolated structure, from the Open Molecules 2025 dataset.

Results
HOMO level	-8.440	eV
lowest unoccupied orbital energy	0.25	eV
total charge	0
multiplicity	1

Geometry as XYZ:
```
17
Properties=species:S:1:pos:R:3:lowdin_charge:R:1
C 0.58 -0.17 1.30 -0.093
C 0.25 -0.19 -0.22 -0.725
C 1.16 -1.11 -0.82 -0.059
C 0.15 1.28 -0.67 -0.072
C -2.09 0.03 0.01 -0.720
H 0.42 -1.18 1.58 0.068
H -0.04 0.42 2.05 0.104
H 1.71 0.12 1.37 0.109
H 2.30 -1.19 0.09 0.205
H 0.77 -2.09 -0.54 0.065
H 1.36 -1.00 -2.07 0.160
H -0.95 1.65 -1.49 0.197
H -0.04 1.93 0.54 0.165
H 1.20 1.39 -1.11 0.077
H -1.94 1.27 0.28 0.117
O -1.08 -0.82 -0.22 -0.133
S -3.77 -0.35 -0.10 0.535
```

***

2:
The following is a quantum chemistry calculation of C5H10OS as an isolated structure, from the Open Molecules 2025 dataset.

Results
HOMO level	-8.576	eV
lowest unoccupied orbital energy	0.85	eV
total charge	0
multiplicity	1

Geometry as XYZ:
```
17
Properties=species:S:1:pos:R:3:lowdin_charge:R:1
C 1.24 0.31 1.24 -0.260
C 0.61 0.41 -0.15 -0.470
C -0.77 -0.19 0.11 -0.461
C 1.36 -0.31 -1.27 -0.060
C -2.09 0.33 -0.47 -0.106
O -0.57 -1.14 2.66 -0.556
S -0.48 0.15 1.95 0.953
H 1.92 -0.65 1.25 0.147
H 1.74 1.07 1.72 0.039
H 0.32 1.48 -0.23 0.143
H -0.76 -1.34 -0.01 0.148
H 1.49 -1.35 -1.02 0.069
H 2.33 0.00 -1.36 0.036
H 0.77 -0.28 -2.30 0.132
H -2.19 1.34 -0.11 0.055
H -3.06 -0.40 -0.52 0.144
H -1.86 0.57 -1.49 0.048
```

***

Most stable pick: 2. Distance to second place: 3.681 eV.

***

1:
The following is a quantum chemistry calculation of an isolated molecule of C3H8S2, from the Open Molecules 2025 dataset.

Results
HOMO level	-8.675	eV
lowest unoccupied orbital energy	0.92	eV
total charge	0
SMILES	CSCSC
multiplicity	1

Geometry as XYZ:
```
13
Properties=species:S:1:pos:R:3:lowdin_charge:R:1
C -2.38 -0.14 0.02 -0.432
S -0.91 0.23 -0.94 0.747
C 0.23 -0.87 -0.06 -0.848
S 1.96 -0.72 -0.60 0.744
C 2.21 0.96 -0.06 -0.454
H -3.26 0.40 -0.33 0.036
H -2.60 -1.22 -0.11 0.039
H -2.22 0.05 1.06 0.024
H -0.07 -1.89 -0.25 0.029
H 0.23 -0.70 1.02 0.041
H 3.18 1.32 -0.40 0.039
H 1.42 1.62 -0.37 0.004
H 2.21 0.95 1.02 0.029
```

***

2:
The following is a quantum chemistry calculation of an isolated molecule of C3H8S2, from the Open Molecules 2025 dataset.

Results
HOMO level	-8.799	eV
lowest unoccupied orbital energy	0.66	eV
total charge	0
SMILES	CCCSS
multiplicity	1

Geometry as XYZ:
```
13
Properties=species:S:1:pos:R:3:lowdin_charge:R:1
C -2.11 -1.03 -2.20 -0.113
C -1.75 -0.71 -0.77 -0.351
C -0.33 -0.11 -0.69 -0.606
S 0.10 0.02 1.06 0.416
S 1.91 1.01 0.95 0.306
H -1.64 -0.27 -2.83 0.072
H -3.18 -1.09 -2.40 0.073
H -1.59 -1.92 -2.55 0.073
H -2.44 0.00 -0.30 0.101
H -1.69 -1.58 -0.11 0.089
H 0.35 -0.81 -1.17 0.076
H -0.32 0.87 -1.14 0.070
H 2.66 -0.01 1.38 -0.206
```

***

Most stable pick: 2. Distance to second place: 0.252 eV.

***

1:
The following is a quantum chemistry calculation of a 2-piece molecular cluster, C3H8S2 overall, from the Open Molecules 2025 dataset.

Results
HOMO level	-9.451	eV
lowest unoccupied orbital energy	0.44	eV
total charge	0
SMILES	C=CC.SS
multiplicity	1

Geometry as XYZ:
```
13
Properties=species:S:1:pos:R:3:lowdin_charge:R:1
C 0.02 0.50 -1.99 -0.025
C -0.81 0.50 -0.95 -0.246
C -1.40 -0.77 -0.41 -0.121
H 0.55 1.39 -2.32 0.051
H 0.23 -0.41 -2.53 0.056
H -1.20 1.39 -0.49 0.090
H -1.69 -0.64 0.62 0.056
H -2.27 -1.14 -0.96 0.071
H -0.67 -1.58 -0.44 0.069
S 2.13 1.01 1.70 0.209
S 1.14 0.11 3.24 0.216
H 3.38 0.58 1.92 -0.207
H 0.60 -0.93 2.59 -0.217
```

***

2:
The following is a quantum chemistry calculation of C3H8S2 as an isolated structure, from the Open Molecules 2025 dataset.

Results
HOMO level	-8.670	eV
lowest unoccupied orbital energy	-1.41	eV
total charge	0
multiplicity	1

Geometry as XYZ:
```
13
Properties=species:S:1:pos:R:3:lowdin_charge:R:1
C -2.29 -0.57 0.72 -0.369
C 0.09 0.60 -0.07 -0.618
C 1.67 0.70 -0.30 -0.672
H -3.22 -1.07 0.13 0.036
H -2.88 0.29 1.21 0.035
H -1.28 -1.21 1.43 0.139
H 0.02 0.55 1.10 0.089
H -0.40 1.47 -0.36 0.000
H 2.25 1.56 0.14 0.064
H 1.94 0.84 -1.42 0.063
H 2.54 -1.85 -1.78 0.117
S -1.11 -0.52 -0.92 0.649
S 2.67 -0.80 0.13 0.468
```

***

Most stable pick: 1. Distance to second place: 5.364 eV.

***

1:
The following is a quantum chemistry calculation of an isolated molecule of C3H8S2, from the Open Molecules 2025 dataset.

Results
HOMO level	-8.703	eV
lowest unoccupied orbital energy	0.71	eV
total charge	0
SMILES	CCSSC
multiplicity	1

Geometry as XYZ:
```
13
Properties=species:S:1:pos:R:3:lowdin_charge:R:1
C 0.98 -1.83 0.67 -0.198
C 1.47 -0.78 -0.32 -0.576
S 0.18 0.22 -1.24 0.455
S -1.28 0.37 0.24 0.427
C -0.47 1.58 1.35 -0.457
H 0.95 -1.52 1.73 0.069
H -0.06 -2.12 0.50 0.037
H 1.65 -2.68 0.60 0.068
H 2.06 -1.33 -1.06 0.061
H 2.14 -0.06 0.15 0.051
H -0.44 1.19 2.37 0.028
H -0.91 2.57 1.27 0.027
H 0.56 1.68 1.01 0.008
```

***

2:
The following is a quantum chemistry calculation of a 2-piece molecular cluster, C3H8S2 overall, from the Open Molecules 2025 dataset.

Results
HOMO level	-8.569	eV
lowest unoccupied orbital energy	0.67	eV
total charge	0
SMILES	C=C.CSS
multiplicity	1

Geometry as XYZ:
```
13
Properties=species:S:1:pos:R:3:lowdin_charge:R:1
C 2.00 1.71 -0.37 -0.080
C 1.80 1.14 0.83 -0.085
H 3.02 1.83 -0.69 0.041
H 1.23 2.26 -0.89 0.037
H 2.62 0.53 1.20 0.040
H 1.02 1.47 1.51 0.043
C -1.29 -2.21 0.04 -0.467
S -2.82 -1.29 -0.42 0.322
S -2.11 0.59 -0.16 0.262
H -1.66 -3.20 0.29 0.022
H -0.69 -2.12 -0.86 0.018
H -0.83 -1.81 0.94 0.024
H -2.29 1.10 -1.42 -0.177
```

***

Most stable pick: 1. Distance to second place: 1.430 eV.